No. 1
{
  "formula": "C14H16O",
  "method": "ωB97M-V with the def2-TZVPD basis set",
  "elements": ["C", "C", "C", "C", "C", "C", "C", "H", "H", "H", "H", "H", "H", "H", "H", "C", "C", "C", "C", "C", "C", "C", "O", "H", "H", "H", "H", "H", "H", "H", "H"],
  "coordinates": [[2.641900, 0.677092, -2.529384], [2.049093, -1.183321, 0.767470], [1.683591, -0.109700, 1.526452], [2.369494, -0.901427, -0.588164], [2.620078, 0.363694, -1.051845], [1.982065, 1.209655, 1.112259], [2.528092, 1.433775, -0.124052], [2.060857, -2.219072, 1.074398], [1.374092, -0.160567, 2.560183], [2.267925, -1.739635, -1.263336], [1.863727, 1.994564, 1.843921], [1.655504, 1.017646, -2.847196], [2.855975, -0.205727, -3.127181], [2.887827, 2.417139, -0.410027], [3.396850, 1.441314, -2.721782], [-1.688466, 2.147832, 0.852217], [-1.432553, -1.383795, -0.603233], [-1.197976, -0.047926, -0.333808], [-2.417081, -2.033141, 0.141197], [-1.925866, 0.687002, 0.606164], [-3.242990, -1.350038, 1.018141], [-2.899925, -0.024729, 1.291392], [-2.705509, -3.364189, -0.144635], [-0.996374, -1.852313, -1.467478], [-0.383362, 0.471163, -0.838150], [-2.849098, -3.484106, -1.090646], [-4.065275, -1.850415, 1.505349], [-1.448812, 2.664003, -0.075151], [-0.868544, 2.360862, 1.547974], [-3.558643, 0.496507, 1.986177], [-2.556607, 2.527861, 1.382788]],
  "atomic_forces_ev_per_a": [[0.50, -0.22, 0.32], [-0.06, 0.51, -1.42], [0.87, 0.91, 1.15], [-0.29, -0.78, 0.66], [-1.05, 0.56, 0.09], [0.18, -0.75, 0.01], [0.20, -0.18, -0.42], [-0.45, 0.06, 0.27], [-0.22, -0.55, 0.06], [0.52, -0.05, -0.30], [-0.07, 0.22, -0.10], [0.07, 0.26, 0.04], [0.21, -0.07, 0.00], [-0.27, 0.04, -0.07], [-0.16, 0.05, -0.28], [0.23, -0.25, 0.60], [-0.74, 0.60, 0.63], [0.59, 0.71, -0.11], [-0.66, -0.61, -1.37], [0.36, -1.04, 0.06], [1.45, 0.24, 0.20], [-1.33, 0.30, 0.20], [-0.18, 0.00, 0.28], [0.47, -0.34, 0.12], [-0.18, -0.12, -0.22], [0.19, 0.12, 0.12], [0.00, -0.03, 0.05], [-0.33, 0.21, 0.04], [0.18, -0.36, -0.17], [0.24, 0.09, -0.01], [-0.25, 0.47, -0.42]],
  "e_tot_ev": -16824.453,
  "e_above_lowest_ev": 0.782,
  "homo_lumo_gap_ha": 0.3451
}

=====

No. 2
{
  "formula": "C21H64N8O10",
  "method": "ωB97M-V with the def2-TZVPD basis set",
  "elements": ["C", "C", "O", "H", "H", "H", "H", "H", "H", "C", "C", "O", "H", "H", "H", "H", "H", "H", "C", "C", "O", "H", "H", "H", "H", "H", "H", "C", "C", "O", "H", "H", "H", "H", "H", "H", "C", "C", "O", "H", "H", "H", "H", "H", "H", "C", "O", "N", "N", "H", "H", "H", "H", "C", "O", "N", "N", "H", "H", "H", "H", "C", "O", "N", "N", "H", "H", "H", "H", "C", "C", "C", "O", "C", "N", "H", "H", "H", "H", "H", "H", "H", "H", "H", "H", "H", "C", "C", "C", "O", "C", "N", "H", "H", "H", "H", "H", "H", "H", "H", "H", "H", "H"],
  "coordinates": [[1.946101, -3.551544, -10.222357], [1.327436, -2.902641, -9.035080], [2.272096, -2.782218, -7.939917], [2.605013, -2.879292, -10.771908], [1.318796, -3.962429, -11.013406], [2.577365, -4.348759, -9.829833], [0.493644, -3.539457, -8.739503], [0.789297, -1.976028, -9.234792], [1.894579, -3.334351, -7.251273], [-1.818926, 7.635639, -11.199876], [-1.215541, 7.377673, -12.615553], [0.120558, 6.883901, -12.528779], [-2.641832, 8.344909, -11.288500], [-1.107300, 8.109194, -10.523543], [-2.225910, 6.716089, -10.779302], [-1.164056, 8.327354, -13.148047], [-1.953869, 6.672374, -12.997027], [0.668014, 7.554942, -12.114555], [8.493741, -2.709060, -10.954824], [8.642875, -1.731309, -9.753082], [7.675777, -2.206289, -8.801097], [8.756021, -3.710970, -10.615006], [9.206785, -2.335949, -11.689981], [7.522312, -2.874323, -11.420768], [8.321507, -0.719437, -9.999921], [9.614839, -1.695293, -9.261052], [6.810066, -2.001871, -9.162161], [5.020191, 2.893595, -8.029800], [4.562905, 2.946347, -9.459746], [5.116001, 4.213446, -9.981847], [4.723721, 1.899146, -7.696202], [4.556293, 3.699282, -7.460798], [6.101694, 3.029310, -8.024832], [3.479611, 2.999489, -9.351306], [4.723280, 2.023593, -10.017333], [4.620389, 4.417791, -10.778220], [1.481208, 0.742901, -3.451763], [0.379342, -0.019395, -2.688935], [0.006273, -1.086144, -3.579334], [1.998562, 1.401581, -2.754191], [1.195850, 1.187573, -4.405140], [2.380441, 0.230351, -3.793499], [-0.421983, 0.682580, -2.458258], [0.714655, -0.461482, -1.750735], [0.066708, -0.753537, -4.477844], [10.072213, 7.577573, -9.403647], [10.991618, 8.319400, -9.074860], [9.402224, 6.844677, -8.549530], [9.490497, 7.502423, -10.583702], [9.590530, 7.038415, -7.576337], [8.710908, 6.185944, -8.878546], [9.667492, 8.197228, -11.295054], [8.591368, 7.044414, -10.539992], [4.123490, 10.598037, -10.247232], [4.107483, 9.727774, -11.110434], [4.462962, 10.224722, -9.058775], [3.700459, 11.813947, -10.407049], [4.932218, 10.966421, -8.559019], [4.696255, 9.266651, -8.840192], [3.813478, 12.545456, -9.719861], [3.204147, 12.087121, -11.243212], [9.320386, 1.174309, -3.501275], [9.436437, 0.009065, -3.181169], [10.113564, 1.832106, -4.324470], [8.466295, 1.930031, -2.975264], [9.966829, 2.829034, -4.393135], [10.913214, 1.358846, -4.720291], [8.596618, 2.924296, -3.095922], [7.877373, 1.659789, -2.200504], [-0.645222, 10.016507, 0.759709], [-0.945872, 9.104138, -0.479381], [0.419447, 8.426689, -0.992795], [0.222055, 7.945058, -2.335490], [1.425912, 7.579619, -3.055616], [-1.863040, 8.148947, 0.022160], [-0.035493, 10.833865, 0.374684], [-0.056343, 9.440601, 1.473608], [-1.529655, 10.353475, 1.300399], [-1.460905, 9.623958, -1.287234], [0.702263, 7.725993, -0.207215], [1.233301, 9.142696, -1.107147], [1.312348, 6.644002, -3.603176], [2.180866, 7.249128, -2.342226], [1.824360, 8.374236, -3.686427], [-1.467920, 7.598931, 0.771460], [-2.483756, 8.731592, 0.565617], [8.406383, 2.372568, -15.823588], [9.914242, 2.331137, -15.773198], [10.396936, 2.402443, -17.239224], [10.115051, 1.134273, -17.871529], [11.047944, 1.130100, -18.979974], [10.410673, 3.451614, -14.911128], [7.909153, 3.327212, -15.995423], [8.191815, 2.001071, -14.821566], [8.053233, 1.673293, -16.581482], [10.372783, 1.441403, -15.341691], [11.465840, 2.594747, -17.146716], [10.061144, 3.219118, -17.878256], [12.105557, 1.003969, -18.748322], [10.904367, 1.965700, -19.664988], [10.715695, 0.266787, -19.556520], [9.785861, 3.543123, -14.122879], [10.453803, 4.281016, -15.485886]],
  "atomic_forces_ev_per_a": [[1.43, -0.01, -0.83], [-1.19, -0.34, 0.66], [-0.82, 0.06, -0.81], [0.23, 0.19, 0.18], [-0.59, 0.01, 0.47], [0.00, -0.18, -0.21], [0.00, -0.31, 0.41], [0.64, 0.50, -0.10], [0.29, 0.09, 0.23], [0.12, 0.38, -0.59], [-0.02, 0.88, 2.17], [-0.59, -0.87, -0.39], [-0.19, -0.02, -0.07], [0.14, -0.21, 0.07], [0.27, 0.03, 0.17], [-0.50, -0.13, -0.39], [0.86, -0.19, -0.98], [-0.06, 0.12, 0.03], [1.68, 0.56, 0.41], [-2.60, -1.06, -0.46], [0.35, 0.22, 0.87], [0.44, 0.07, 0.00], [-0.01, -0.51, -0.50], [-0.26, 0.88, 0.29], [0.48, 0.22, -0.38], [-0.03, -0.33, -0.29], [-0.06, -0.06, 0.06], [0.46, -0.48, -0.56], [-0.59, 1.74, 0.70], [-0.66, -1.75, -0.06], [0.24, 0.12, 0.68], [-0.01, -0.21, 0.07], [0.06, -0.25, 0.37], [-0.32, 0.37, -0.62], [0.82, 0.31, -0.37], [0.03, 0.17, -0.18], [1.26, 0.23, 1.02], [1.27, -0.17, -2.12], [-0.74, -0.18, 0.84], [-0.52, 1.00, -0.20], [-0.71, 0.64, 0.45], [-0.31, -1.38, 0.29], [-0.34, -0.15, -0.13], [0.15, -0.05, -0.18], [-0.05, 0.05, 0.02], [1.56, 2.57, 0.61], [0.07, -0.26, -0.38], [-0.97, -1.95, 3.02], [-0.83, -0.12, -3.13], [-0.19, -0.58, -0.20], [0.15, 0.12, 0.73], [0.02, -0.29, 0.20], [0.13, 0.49, -0.86], [-0.56, -4.03, -3.20], [-0.57, 0.10, -1.47], [1.75, 0.52, 5.05], [-1.10, 4.26, -0.71], [-0.05, -0.53, 0.84], [0.20, 0.38, -0.54], [-0.15, -0.39, -0.01], [0.47, -0.33, 0.03], [2.89, -4.12, -0.04], [0.32, -1.43, -0.37], [1.97, 1.00, -2.22], [-5.40, 5.07, 3.16], [0.66, -0.40, -0.50], [-0.25, 0.36, 0.05], [-0.50, -0.18, 0.26], [0.32, -0.30, -0.34], [1.18, 0.08, -1.64], [2.17, 0.37, 0.91], [-1.48, 1.55, -0.98], [0.36, -0.79, 0.01], [-0.21, -0.55, 1.50], [-1.59, -1.48, 0.20], [-0.02, 0.48, 0.60], [0.16, -0.04, 0.02], [-0.08, 0.18, -0.41], [0.43, 0.24, -0.10], [0.09, -0.75, -0.35], [-0.05, 0.48, 0.61], [-0.77, 0.31, -0.45], [0.36, 0.49, 0.26], [-0.22, 0.11, 0.03], [0.57, -0.41, -0.07], [-0.90, -0.25, -0.17], [-0.16, -1.62, 0.92], [-0.04, 2.12, -1.14], [0.87, -0.49, 1.52], [2.10, 1.92, -0.40], [-1.63, -1.65, -0.73], [0.63, -0.98, -1.19], [0.59, 0.21, 0.05], [-1.18, 0.00, -0.01], [-0.24, -0.18, 0.21], [-0.62, -0.37, -0.21], [0.50, -0.42, -0.32], [-0.78, 0.20, 0.27], [-0.10, 0.17, 0.56], [0.02, 0.44, 0.30], [0.34, -0.19, -0.14], [-0.04, 0.42, -0.10], [-0.28, 0.39, 0.43]],
  "e_tot_ev": -55205.863,
  "homo_lumo_gap_ha": 0.3403
}

=====

No. 3
{
  "formula": "C5H6O2",
  "method": "ωB97M-V with the def2-TZVPD basis set",
  "elements": ["C", "C", "C", "C", "C", "H", "H", "H", "H", "H", "H", "O", "O"],
  "coordinates": [[-2.099661, -0.028441, 0.032899], [-0.879023, -0.101097, -0.099425], [1.144565, -1.206199, 0.167005], [1.452269, 1.064818, -0.050341], [0.030916, 1.092911, 0.009903], [-2.937193, -0.929116, -0.176468], [-2.531862, 0.962269, 0.073818], [0.732638, -1.175849, 1.307432], [1.570056, -2.277623, 0.123656], [2.227933, 1.852766, -0.618790], [-0.746680, 2.054558, -0.128364], [-0.088194, -1.157801, -0.501211], [2.124236, -0.151199, -0.140114]],
  "atomic_forces_ev_per_a": [[-9.99, -2.29, -0.67], [9.70, 0.58, -0.50], [-0.49, -1.42, 3.65], [-1.36, 0.92, -3.26], [0.17, 2.82, -0.72], [2.77, 2.47, 0.66], [-0.14, -0.12, 0.50], [1.85, 0.62, -2.00], [-0.26, 2.12, -0.81], [-2.62, -1.54, 2.40], [3.21, -2.00, 0.67], [-0.12, -1.01, -0.84], [-2.73, -1.15, 0.94]],
  "e_tot_ev": -9372.572,
  "e_above_lowest_ev": 4.524,
  "homo_lumo_gap_ha": 0.3532
}

=====

| no. | HOMO (eV) |
| --- | --- |
| 1 | -8.54 |
| 2 | -9.22 |
| 3 | -8.73 |